ORCA calculation (ωB97M-V/def2-TZVPD) on C16H21Cl3OOsTe as an isolated structure at a distorted geometry.

```
43
Properties=species:S:1:pos:R:3:mulliken_spin:R:1
C 2.0212 -0.4602 0.7332 -0.90
C 2.4807 0.3965 -0.3216 -0.63
C 1.9054 -0.0492 -1.5606 -0.58
C 3.4449 1.5338 -0.1566 -0.07
C 1.1063 -1.2079 -1.2719 -1.16
C 1.1989 -1.4737 0.1317 0.44
C 1.0575 -2.8517 0.7365 -0.76
C 2.5357 -0.5136 2.1466 -0.54
C 2.1098 0.5336 -2.9221 -0.17
C 0.5591 -2.1557 -2.3135 -0.56
Os 0.5372 0.3276 -0.2333 5.58
Cl 0.3385 2.6725 -1.0895 0.01
Cl 0.3412 2.0016 1.7821 0.11
Cl -1.6607 0.4718 -1.8036 0.20
H 3.6488 1.6629 0.9080 0.01
H 2.9716 2.4455 -0.5331 -0.06
H 4.3716 1.3509 -0.7114 0.17
H 1.9104 1.6037 -2.8732 -0.04
H 1.3903 0.0809 -3.6076 0.01
H 3.1291 0.3583 -3.2876 0.19
H -0.0419 -1.5927 -3.0296 0.03
H -0.0885 -2.8768 -1.8135 -0.06
H 1.3846 -2.6647 -2.8150 0.28
H 0.2936 -3.4064 0.1920 0.03
H 0.7749 -2.7494 1.7866 0.10
H 2.0237 -3.3773 0.6632 0.22
H 2.5042 0.4832 2.5863 0.01
H 3.5557 -0.9148 2.1592 0.28
H 1.8856 -1.1732 2.7255 -0.05
O -1.2131 -0.7233 1.1815 0.27
H -1.6693 -1.4973 0.7555 -0.02
Te -2.3359 1.1542 0.7652 1.64
C -3.9975 -0.1447 1.1093 -0.04
C -4.3127 -0.4508 2.4412 0.02
C -5.3368 -1.3626 2.7215 0.01
C -6.0384 -1.9860 1.6752 0.04
C -5.6940 -1.7042 0.3516 -0.01
C -4.6729 -0.7892 0.0600 0.02
H -3.7470 0.0334 3.2354 -0.03
H -5.6016 -1.5667 3.7621 0.00
H -6.8689 -2.6596 1.8991 0.00
H -6.2415 -2.1740 -0.4755 0.00
H -4.3871 -0.5617 -0.9664 0.00
```

Calculated values
2S+1: 5
E_LUMO (alpha / beta), eV: 4.10 / 4.06
Gap between HOMO and LUMO (alpha / beta), eV: 1.65 / 6.82
Net charge: -2
E_HOMO (alpha / beta), hartree: 0.0900 / -0.1012
Expectation value of S²: 6.015
Largest force on an atom, eV/Å: 15.51